Formula: C5H16NO
Source: the Open Molecules 2025 dataset
Level of theory: ωB97M-V/def2-TZVPD

Summary:
max |F|: 0.04644 hartree/bohr
Kohn-Sham gap: 11.39 eV
HOMO level: -14.80 eV
relative energy (zero: lowest compared OMol25 entry of this formula, charge and spin): 125.3 kJ/mol
total energy: -329.83313 hartree
total charge: +1

Last column: natural (NBO) charge in e.
Positions of all 23 atoms, in Å:
1 C 0.44 -1.13 1.67  -0.66
2 C -0.08 0.05 0.88  -0.05
3 C 0.88 0.68 -0.11  -0.42
4 C 0.26 1.64 -1.19  -0.40
5 C -0.91 1.04 -1.93  -0.65
6 N -0.50 1.15 1.83  -0.68
7 H -0.36 -1.88 1.74  0.25
8 H 1.09 -1.72 1.03  0.27
9 H 1.04 -0.88 2.54  0.23
10 H -1.00 -0.27 0.37  0.23
11 H 1.61 0.01 -0.56  0.25
12 H 1.51 1.43 0.41  0.21
13 H 1.14 1.92 -1.77  0.24
14 H 0.07 2.56 -0.65  0.18
15 H -1.83 1.63 -1.88  0.23
16 H -1.07 0.00 -1.68  0.21
17 H -0.73 1.05 -3.02  0.24
18 H -1.37 0.83 2.26  0.44
19 H 0.02 1.27 2.71  0.44
20 H -0.63 2.09 1.44  0.45
21 H 0.27 -3.76 -0.83  0.48
22 H 0.13 -2.94 -2.06  0.48
23 O 0.01 -2.87 -1.08  -0.96

***

Formula: C40H50B2FN2O22S2
Source: the Open Molecules 2025 dataset
Level of theory: ωB97M-V/def2-TZVPD

Summary:
max |F|: 0.17916 hartree/bohr
Kohn-Sham gap: 7.05 eV
HOMO level: -11.29 eV
total energy: -4264.39264 hartree
total charge: +1

Last column: Löwdin charge in e.
Positions of all 119 atoms, in Å:
1 C 2.49 -3.55 3.36  -0.11
2 C 2.45 -1.87 3.30  -0.21
3 C 1.40 -1.32 2.14  -0.11
4 N 1.52 0.17 1.86  0.03
5 C 1.48 0.65 0.54  0.08
6 C 1.26 -0.22 -0.87  -0.13
7 C 2.64 -0.87 -1.46  -0.23
8 C 2.56 -1.30 -3.05  -0.52
9 S 0.83 -1.67 -3.66  0.64
10 C 1.65 2.30 0.35  -0.13
11 C 0.83 3.05 -0.84  -0.09
12 C 1.60 3.28 -2.25  -0.21
13 O 2.24 2.10 -2.84  -0.14
14 B 3.19 2.92 0.34  -0.44
15 N 4.35 2.01 -0.05  0.12
16 O 3.52 4.35 0.64  0.03
17 C 1.23 2.62 1.95  -0.10
18 C -0.30 3.24 2.18  -0.12
19 O -1.36 2.27 1.83  -0.22
20 C -2.66 2.92 1.64  -0.22
21 C -3.30 2.32 0.22  -0.08
22 C 1.67 1.31 2.89  -0.20
23 B 0.76 1.16 4.29  -0.38
24 C 0.81 2.40 5.42  -0.05
25 O -0.14 0.04 4.60  0.05
26 S 3.39 1.46 3.71  0.94
27 O 4.54 0.91 2.81  -0.32
28 O 3.48 0.63 5.04  -0.32
29 F 3.77 3.09 4.14  -0.21
30 H 2.88 -3.90 4.41  0.09
31 H 1.37 -3.91 3.22  0.08
32 H 3.16 -3.95 2.48  0.09
33 H 2.08 -1.54 4.39  0.11
34 H 3.54 -1.48 3.14  0.11
35 H 1.57 -2.02 1.21  0.13
36 H 0.32 -1.59 2.55  0.16
37 H 0.63 0.40 -1.66  0.11
38 H 0.56 -1.13 -0.55  0.12
39 H 2.85 -1.88 -0.86  0.12
40 H 3.57 -0.17 -1.31  0.10
41 H 2.94 -0.37 -3.66  0.08
42 H 3.20 -2.28 -3.24  0.10
43 H 0.46 -0.59 -4.53  -0.10
44 H -0.24 2.56 -1.04  0.14
45 H 0.57 4.15 -0.44  0.15
46 H 2.39 4.18 -2.26  0.13
47 H 0.77 3.62 -3.04  0.15
48 H 3.16 2.34 -3.23  0.12
49 H 5.15 2.20 0.61  0.09
50 H 4.68 2.27 -1.01  0.09
51 H 3.72 4.78 -0.26  0.12
52 H 1.88 3.46 2.46  0.15
53 H -0.49 4.18 1.46  0.14
54 H -0.43 3.71 3.27  0.15
55 H -2.65 4.09 1.69  0.13
56 H -3.37 2.55 2.50  0.12
57 H -4.18 1.55 0.45  0.08
58 H -2.50 1.68 -0.40  0.08
59 H -3.65 3.17 -0.52  0.08
60 H 1.55 2.12 6.29  0.10
61 H 1.06 3.44 4.95  0.08
62 H -0.29 2.47 5.84  0.10
63 H -0.19 -0.14 5.60  0.15
64 C -3.52 -2.88 -6.91  0.08
65 C -3.04 -2.31 -5.80  -0.21
66 C -2.38 -0.98 -5.83  -0.31
67 O -1.96 -0.48 -4.79  0.04
68 C -2.24 -0.32 -7.14  0.08
69 C -2.71 -0.88 -8.25  -0.20
70 C -3.41 -2.20 -8.21  -0.30
71 O -3.85 -2.68 -9.24  0.12
72 O -2.58 -0.26 -9.48  0.09
73 O -3.15 -2.95 -4.57  0.08
74 H -4.01 -3.84 -6.90  0.14
75 H -1.73 0.64 -7.15  0.14
76 H -3.01 -0.87 -10.12  0.12
77 H -2.73 -2.34 -3.93  0.11
78 C 5.09 4.76 -5.56  0.07
79 C 5.26 5.56 -6.62  -0.20
80 C 5.41 7.03 -6.46  -0.30
81 O 5.59 7.74 -7.45  0.13
82 C 5.35 7.59 -5.10  0.09
83 C 5.18 6.79 -4.04  -0.21
84 C 5.05 5.32 -4.20  -0.31
85 O 4.91 4.61 -3.21  0.06
86 O 5.11 7.31 -2.76  0.08
87 O 5.30 5.05 -7.90  0.09
88 H 4.98 3.69 -5.66  0.13
89 H 5.45 8.66 -5.00  0.14
90 H 4.98 6.54 -2.17  0.10
91 H 5.43 5.82 -8.49  0.12
92 C -6.87 -2.55 3.23  0.09
93 C -6.63 -1.24 3.27  -0.20
94 C -5.32 -0.68 2.82  -0.30
95 O -5.13 0.53 2.85  0.09
96 C -4.29 -1.62 2.36  0.08
97 C -4.53 -2.93 2.32  -0.20
98 C -5.85 -3.49 2.74  -0.30
99 O -6.05 -4.70 2.68  0.12
100 O -3.57 -3.82 1.88  0.04
101 O -7.58 -0.35 3.73  0.09
102 H -7.82 -2.97 3.55  0.14
103 H -3.34 -1.20 2.05  0.13
104 H -3.99 -4.71 1.95  0.08
105 H -7.17 0.54 3.66  0.12
106 C -2.83 -8.25 3.67  0.08
107 C -2.70 -8.80 4.88  -0.20
108 C -2.49 -7.97 6.09  -0.30
109 O -2.39 -8.51 7.19  0.12
110 C -2.40 -6.51 5.92  0.08
111 C -2.52 -5.96 4.72  -0.20
112 C -2.76 -6.79 3.50  -0.28
113 O -2.89 -6.25 2.41  0.09
114 O -2.44 -4.59 4.55  0.07
115 O -2.76 -10.17 5.04  0.09
116 H -2.99 -8.84 2.78  0.14
117 H -2.23 -5.92 6.81  0.14
118 H -2.56 -4.43 3.59  0.08
119 H -2.64 -10.33 6.00  0.12

***

Formula: C3H7NO2S
Source: the Open Molecules 2025 dataset
Level of theory: ωB97M-V/def2-TZVPD

Summary:
max |F|: 0.12698 hartree/bohr
Kohn-Sham gap (alpha / beta): 6.36 / 7.01 eV
HOMO level (alpha / beta): -6.26 / -9.76 eV
relative energy (zero: lowest compared OMol25 entry of this formula, charge and spin): 471.7 kJ/mol
2S+1: 3
total energy: -721.66750 hartree
<S²>: 2.009
total charge: 0

Last column: Mulliken spin population.
Positions of all 14 atoms, in Å:
1 C -1.27 0.18 -0.41  -0.02
2 C 1.09 0.41 0.61  0.00
3 C 0.03 -0.48 0.11  0.77
4 N -0.70 -1.53 1.71  0.40
5 O 0.16 -1.95 2.41  0.29
6 O -1.90 -1.61 1.75  0.27
7 S 0.64 -1.80 -1.01  0.18
8 H -1.25 1.27 -0.17  0.00
9 H -1.89 -0.36 0.21  0.03
10 H -1.46 0.03 -1.46  0.02
11 H 0.92 0.85 1.61  0.01
12 H 1.22 1.27 -0.09  0.03
13 H 2.10 -0.03 0.69  0.01
14 H 1.58 -2.41 -0.24  0.01

***

Formula: C5H8O2
Source: the Open Molecules 2025 dataset
Level of theory: ωB97M-V/def2-TZVPD

Summary:
max |F|: 0.05632 hartree/bohr
Kohn-Sham gap: 10.62 eV
HOMO level: -9.90 eV
relative energy (zero: lowest compared OMol25 entry of this formula, charge and spin): 284.0 kJ/mol
total energy: -345.69680 hartree
total charge: 0

Last column: natural (NBO) charge in e.
Positions of all 15 atoms, in Å:
1 C -0.65 1.64 -0.37  -0.57
2 C -0.39 -0.09 -0.09  0.26
3 C -1.10 -1.27 0.67  -0.64
4 C 0.87 -0.65 -0.81  -0.57
5 C 1.59 0.16 0.26  0.78
6 O 2.71 0.49 0.52  -0.57
7 O 0.51 0.48 0.96  -0.51
8 H 0.02 1.89 -1.20  0.21
9 H -1.68 1.77 -0.57  0.20
10 H -0.36 2.41 0.43  0.24
11 H -0.30 -1.78 1.25  0.23
12 H -1.80 -0.88 1.41  0.22
13 H -1.59 -2.06 0.09  0.22
14 H 1.10 -1.73 -0.70  0.25
15 H 1.09 -0.37 -1.84  0.24